[1]
{
  "formula": "C12H12",
  "method": "wB97M-V/def2-TZVPD",
  "e_homo_ha": -0.2963,
  "homo_lumo_gap_ev": 8.9,
  "max_force_ha_per_bohr": 0.08050,
  "e_above_lowest_kcal_mol": 172.92,
  "symbols": ["C", "C", "C", "C", "C", "C", "C", "C", "C", "C", "C", "C", "H", "H", "H", "H", "H", "H", "H", "H", "H", "H", "H", "H"],
  "coordinates": [[-0.52782, -2.34595, -0.06783], [-0.94696, -0.00306, 0.11010], [1.67090, 0.85544, -0.76396], [0.15437, -0.90347, 0.13648], [2.30265, -1.53253, -0.01884], [-2.99234, 0.62101, 0.04382], [1.48426, -0.66384, 0.88546], [-1.91397, -2.08960, -0.04953], [1.32367, -0.66966, -0.76084], [-1.61722, 1.35986, 0.06915], [-2.11817, -0.66229, 0.00347], [1.70386, 0.84271, 0.73823], [-3.62185, 0.97430, -0.73986], [1.99532, -2.60989, 0.09183], [0.84971, 1.25660, 1.18435], [2.57663, 1.13279, -1.25928], [0.07033, -3.24169, 0.14264], [-3.63217, 0.67526, 0.95724], [0.70632, 1.26617, -1.19533], [2.71567, 1.22273, 1.17492], [-1.27561, 1.87465, 1.04571], [-2.75216, -2.77038, -0.09151], [3.31796, -1.37849, -0.26551], [-1.54056, 2.10874, -0.65246]],
  "forces_ev_per_a": [[-1.751, 2.471, 1.926], [-2.518, 0.473, -0.909], [-2.456, -0.785, -0.667], [0.480, -2.608, -0.939], [-1.335, -1.447, -0.258], [0.391, -0.659, 1.669], [-0.577, -0.513, -0.903], [2.015, -1.097, -0.348], [0.992, -0.287, 0.421], [0.785, 0.097, 4.063], [0.386, 0.965, -0.082], [3.172, 0.558, 0.923], [-0.372, -0.365, -1.077], [0.646, 1.240, -0.390], [-0.630, 1.324, 0.808], [0.267, 0.185, -0.514], [-0.792, 0.255, -0.504], [0.738, 0.110, -0.399], [1.694, 0.430, 0.257], [-2.001, -0.580, -0.424], [-1.223, -0.330, -1.131], [0.329, -0.435, -0.072], [1.078, 0.236, 0.294], [0.686, 0.763, -1.744]]
}

[2]
{
  "formula": "C3H3Cl9",
  "method": "wB97M-V/def2-TZVPD",
  "e_homo_ha": [-0.0003, -0.2277],
  "spin_multiplicity": 2,
  "charge": -1,
  "s2": 0.753,
  "homo_lumo_gap_ev": [2.3, 8.5],
  "max_force_ha_per_bohr": 0.05629,
  "e_above_lowest_kcal_mol": 6.04,
  "symbols": ["Cl", "Cl", "Cl", "Cl", "Cl", "Cl", "Cl", "Cl", "Cl", "C", "C", "C", "H", "H", "H"],
  "coordinates": [[-0.24175, 3.14738, -0.42743], [2.96778, -0.92126, -3.10175], [1.43746, -3.42643, -2.61503], [-2.45997, 1.03151, 4.48055], [2.43104, 2.45918, 0.49180], [0.98021, -1.81415, -4.99022], [-1.24760, -1.45902, 3.42073], [-2.12022, 0.75303, 1.48529], [0.77488, 0.38094, -0.60327], [0.80097, 1.91918, 0.37537], [-2.31497, -0.06405, 3.09371], [1.38250, -1.78736, -3.23972], [0.46762, -1.40444, -2.78755], [-3.27533, -0.57614, 3.03411], [0.41738, 1.76163, 1.38341]],
  "forces_ev_per_a": [[0.460, -0.463, 0.332], [-1.334, -0.479, 0.435], [0.423, -0.171, 0.102], [-0.224, 1.433, 1.768], [0.919, 0.436, 0.081], [0.006, -0.064, 0.142], [1.707, -1.894, 0.426], [0.175, 1.279, -2.591], [-0.161, 0.800, 0.777], [-0.998, -0.411, -0.798], [-1.502, -1.154, 0.596], [0.087, -0.256, -1.036], [0.851, 0.953, 0.308], [-0.177, 0.343, -0.148], [-0.232, -0.352, -0.395]]
}

[3]
{
  "formula": "C24H56N8O9V",
  "method": "wB97M-V/def2-TZVPD",
  "e_homo_ha": [-0.4928, -0.4929],
  "spin_multiplicity": 2,
  "charge": 2,
  "s2": 0.849,
  "homo_lumo_gap_ev": [8.5, 9.3],
  "max_force_ha_per_bohr": 0.09321,
  "e_above_lowest_kcal_mol": 7.99,
  "symbols": ["V", "O", "O", "O", "O", "O", "O", "O", "O", "O", "N", "N", "N", "N", "N", "N", "N", "N", "C", "C", "C", "C", "C", "C", "C", "C", "C", "C", "C", "C", "C", "C", "C", "C", "C", "C", "C", "C", "C", "C", "C", "C", "H", "H", "H", "H", "H", "H", "H", "H", "H", "H", "H", "H", "H", "H", "H", "H", "H", "H", "H", "H", "H", "H", "H", "H", "H", "H", "H", "H", "H", "H", "H", "H", "H", "H", "H", "H", "H", "H", "H", "H", "H", "H", "H", "H", "H", "H", "H", "H", "H", "H", "H", "H", "H", "H", "H", "H"],
  "coordinates": [[0.56744, -0.36932, -0.58523], [0.72692, 1.88498, 0.03971], [-0.25160, -2.58601, 0.63894], [-2.37120, 2.31196, 1.03684], [1.39154, -0.50525, 1.50194], [-0.92285, -0.14369, 0.01345], [1.85450, -2.09889, -1.16544], [-0.60721, -1.76292, -2.13109], [2.51912, 0.59631, -1.29428], [-0.18630, 0.87102, -2.33549], [-1.52779, 2.26394, -3.46776], [-3.68349, 3.32478, 2.57956], [4.74396, 0.97455, -0.99306], [1.60355, 3.65376, 1.18565], [2.53669, -4.19383, -1.59929], [-2.52860, -2.46017, -3.07629], [1.03428, 0.32682, 3.58560], [-1.79977, -3.99950, 1.54363], [-0.56382, -3.47384, 1.40989], [3.60153, -5.12082, -1.91492], [-2.78318, 4.43070, 2.85253], [2.71803, -2.87385, -1.55992], [2.78830, 2.94136, 1.63452], [-1.27552, -2.64402, -2.66750], [-3.25639, -1.21285, -2.87683], [1.52738, 0.44006, 4.95978], [3.52289, 1.28307, -1.46907], [-0.51687, 1.39555, -3.38896], [0.64769, 3.00644, 0.49258], [1.63225, -0.45195, 2.70074], [-2.94075, -3.39764, 0.91589], [-1.99155, -5.15509, 2.41653], [1.31205, -4.81190, -1.15289], [-3.41370, 2.37860, 1.67419], [-1.84424, 2.90300, -4.72111], [1.35325, 4.92792, 1.82012], [-3.25578, -3.50034, -3.78654], [-2.33477, 2.60903, -2.32679], [5.91322, 1.73123, -1.49663], [-5.02107, 3.43533, 3.15247], [4.98923, -0.28032, -0.31901], [-0.02962, 1.24220, 3.17225], [-0.87201, -3.64690, -2.86099], [0.99987, -5.57061, -1.87940], [-2.50073, -5.92019, 1.82920], [2.24721, 5.55090, 1.75207], [6.52326, 1.99081, -0.63363], [0.50498, -4.10040, -1.02700], [-5.63134, 2.57621, 2.87610], [-3.90682, -1.31142, -2.00259], [-3.88061, -1.07620, -3.75653], [4.08171, -0.66416, 0.13488], [0.42495, 2.23551, 3.11063], [1.16166, 4.82915, 2.89365], [0.52596, 5.45030, 1.34554], [0.17021, -3.95885, 2.07373], [5.62185, -0.05250, 0.54627], [2.40104, -1.11318, 3.12105], [2.74586, 2.71180, 2.70576], [3.34234, -5.73235, -2.78177], [-4.99753, 3.46153, 4.24024], [-3.67017, -2.98362, 1.61602], [-1.83230, 4.30217, 2.34176], [-1.34583, 2.55186, -5.62719], [3.81549, -5.76487, -1.06216], [-2.61415, -4.31856, -4.10764], [-2.16626, 3.59879, -1.89662], [3.49038, 2.22180, -2.02897], [-0.81653, 1.22039, 3.92405], [-2.28844, 1.87936, -1.52007], [4.51957, -4.61160, -2.21134], [-4.06646, -3.89681, -3.17268], [3.64856, 3.60841, 1.54851], [-0.44368, 0.99485, 2.19655], [0.02383, 1.24948, -4.32983], [5.53712, -0.95886, -0.96951], [-2.60185, -0.37295, -2.66744], [3.70812, -2.61872, -1.94636], [-5.50975, 4.31302, 2.72767], [-3.38488, 2.63583, -2.63855], [-1.51134, 3.94737, -4.66736], [0.66239, 0.30379, 5.60854], [5.63677, 2.63959, -2.01996], [-3.19125, 5.36682, 2.46831], [-1.03740, -5.54780, 2.75744], [2.91125, 2.02059, 1.07262], [2.31515, -0.27243, 5.17440], [-2.62444, 4.47935, 3.92777], [-2.59271, -2.62461, 0.23127], [6.41466, 1.02213, -2.15646], [1.47420, -5.40254, -0.24563], [-2.89913, 2.89529, -4.99683], [-3.51747, -4.11568, 0.32213], [-3.67731, -3.07824, -4.70043], [-2.59071, -4.92093, 3.29716], [-4.21636, 1.63805, 1.58682], [-0.28281, 3.58475, 0.39393], [1.88407, 1.46465, 5.08415]],
  "forces_ev_per_a": [[-4.168, 1.720, 1.627], [0.525, -0.748, -0.075], [-0.076, -0.127, 0.094], [-0.082, -0.094, -0.100], [0.003, -0.016, -1.493], [3.931, -0.794, -1.535], [0.021, 0.887, 0.210], [0.047, -0.307, -0.049], [-0.142, -0.338, 0.057], [0.601, -0.649, 0.384], [0.165, -0.572, -0.677], [-0.561, 0.161, 0.311], [-0.905, 1.076, -0.994], [0.081, -0.625, 0.194], [0.060, 0.012, 0.187], [-0.020, -0.332, -0.331], [-0.021, -0.253, -0.225], [0.616, -0.195, 0.777], [-0.240, -0.162, -0.047], [0.471, -0.081, -0.578], [0.059, -0.114, -0.234], [-0.310, -0.941, -0.062], [0.206, 0.407, 0.228], [0.143, 0.759, 0.224], [-0.149, -0.392, 0.453], [-0.819, 0.548, -0.506], [0.378, -0.575, 0.438], [-0.053, 0.464, 0.348], [-0.608, 0.760, 0.332], [0.260, -0.327, 0.332], [-0.608, 0.045, -0.791], [-0.350, 0.109, -0.331], [-0.468, -0.875, -0.194], [0.676, 0.153, -0.043], [0.190, 1.458, -0.894], [0.232, 0.348, 0.218], [-0.181, -0.025, -0.169], [-1.300, -0.020, 0.510], [-0.385, -1.112, 0.718], [-0.018, -0.159, -0.333], [0.570, 0.739, 1.009], [0.428, 0.106, 0.141], [-0.056, -0.025, -0.078], [0.075, 0.208, -0.192], [-0.007, -0.158, 0.206], [-0.062, 0.029, -0.221], [0.275, -0.007, -0.179], [0.226, 0.222, 0.156], [0.159, -0.086, -0.090], [-0.109, -0.020, -0.077], [0.037, 0.372, 0.008], [-0.249, -0.268, -0.566], [-0.368, 0.138, 0.112], [-0.187, -0.176, -0.044], [-0.027, -0.070, -0.019], [0.030, -0.034, -0.049], [0.247, -0.138, -0.188], [0.064, 0.089, 0.127], [-0.308, -0.119, -0.018], [-0.222, -0.111, 0.176], [0.094, 0.270, 0.013], [0.320, 0.116, 0.263], [-0.005, -0.362, 0.059], [0.364, -0.703, 0.532], [-0.022, -0.012, -0.010], [0.179, 0.040, 0.271], [0.545, 0.006, -0.207], [-0.051, 0.073, -0.077], [-0.018, 0.127, 0.007], [0.468, -0.037, -0.098], [-0.087, 0.223, 0.250], [-0.013, -0.009, -0.052], [0.096, -0.179, -0.331], [0.124, -0.201, 0.102], [-0.052, -0.179, -0.077], [-0.236, -0.310, -0.001], [0.240, -0.089, -0.274], [0.062, 0.599, 0.077], [-0.080, 0.137, 0.332], [0.086, -0.064, -0.140], [-0.376, 0.043, 0.048], [0.247, -0.130, 0.288], [-0.233, -0.074, -0.079], [-0.205, 0.064, 0.241], [0.080, 0.049, -0.101], [0.037, 0.063, -0.046], [-0.010, -0.089, -0.048], [0.051, 0.270, 0.038], [0.005, 0.116, 0.177], [0.501, 0.457, -0.085], [0.049, 0.374, 0.207], [-0.120, -0.131, 0.546], [0.262, -0.203, 0.034], [-0.090, 0.004, 0.070], [-0.092, 0.106, -0.066], [-0.096, -0.111, -0.136], [0.079, 0.073, -0.173], [0.181, -0.090, 0.244]]
}

[4]
{
  "formula": "C8H5N2O5Sc",
  "method": "wB97M-V/def2-TZVPD",
  "e_homo_ha": [-0.5833, -0.5927],
  "charge": 2,
  "homo_lumo_gap_ev": [5.6, 6.0],
  "max_force_ha_per_bohr": 0.23679,
  "e_above_lowest_kcal_mol": 188.59,
  "symbols": ["Sc", "O", "O", "O", "O", "O", "N", "N", "C", "C", "C", "C", "C", "C", "C", "C", "H", "H", "H", "H", "H"],
  "coordinates": [[-0.21088, 1.02618, -1.26394], [-3.41779, 0.01935, -2.34343], [-1.80371, -2.89247, -2.12586], [-1.67744, -1.33992, 0.60409], [1.35017, -0.12150, -2.06525], [0.72685, -3.68633, -0.26543], [1.09712, 2.91772, 1.94625], [0.23097, 1.32287, 0.72536], [-0.76781, -2.52722, -1.55122], [0.95824, -1.18634, -1.54723], [0.64496, 2.60570, 0.71939], [-2.30533, 0.26928, -1.94598], [0.45506, 0.80018, 1.99726], [0.98062, 1.78927, 2.76486], [0.51459, -2.83720, -1.27710], [-1.10061, -1.17373, -0.51374], [0.61979, 3.29881, -0.12070], [1.27125, 1.78623, 3.80024], [0.20447, -0.22515, 2.21126], [1.45327, 3.82189, 2.21933], [0.77623, -3.66763, -1.96815]],
  "forces_ev_per_a": [[0.097, -1.797, 0.676], [8.462, 1.573, 3.208], [4.951, 0.814, 1.556], [3.769, 1.366, -6.395], [-0.732, -3.644, 0.683], [-0.444, 3.513, -0.507], [-0.378, -0.871, -0.383], [0.254, 0.523, -0.379], [-12.070, 1.309, -0.927], [2.127, 4.362, -0.196], [0.249, -0.260, 1.491], [-9.057, -1.009, -3.824], [-0.117, 0.460, -0.511], [-0.026, 0.447, -0.626], [4.983, -5.992, 1.285], [-3.247, -2.187, 5.916], [0.046, 0.061, 0.218], [0.069, 0.106, 0.044], [0.010, 0.060, 0.171], [0.069, 0.101, 0.132], [0.983, 1.066, -1.630]]
}

[5]
{
  "formula": "C4H4O12Zn",
  "method": "wB97M-V/def2-TZVPD",
  "e_homo_ha": -0.0717,
  "charge": -2,
  "homo_lumo_gap_ev": 7.1,
  "max_force_ha_per_bohr": 0.03966,
  "e_above_lowest_kcal_mol": 0.00,
  "symbols": ["Zn", "O", "O", "O", "O", "O", "O", "O", "O", "O", "O", "O", "O", "C", "C", "C", "C", "H", "H", "H", "H"],
  "coordinates": [[-0.47936, -0.40051, 0.03389], [-1.80393, -1.31960, -1.55108], [3.56862, 0.20767, 1.25837], [0.37661, -1.39794, -1.70962], [2.49576, 1.91990, 0.31362], [-0.88697, -2.36549, -3.31364], [-0.92745, -1.96801, 1.30550], [-1.80628, 3.33034, -0.91171], [-1.79618, -0.04596, 1.85168], [-2.34179, -1.86371, 3.05783], [-0.56919, 1.45687, -0.82146], [0.39966, 3.44360, -0.57559], [1.40118, 0.01793, 0.80290], [2.39919, 0.75738, 0.74996], [-1.69391, -1.26272, 2.03636], [-0.74977, 2.71308, -0.76246], [-0.77554, -1.66500, -2.15407], [-2.06413, -2.78567, 3.00253], [1.07188, 2.77910, -0.29950], [4.15718, 0.96996, 1.27330], [0.02442, -2.52120, -3.58680]],
  "forces_ev_per_a": [[0.448, 1.115, -0.658], [-0.575, -0.335, -0.435], [0.148, -0.093, 0.296], [0.198, -0.504, -0.611], [0.340, -0.082, 0.193], [0.013, -0.246, -0.456], [-0.454, -0.889, 0.517], [0.156, 0.083, 0.033], [-0.794, 0.252, 0.482], [-0.319, -0.338, 0.384], [-0.135, -0.571, 0.178], [-0.153, -0.187, 0.238], [0.384, -0.499, 0.388], [-0.952, 0.349, -0.486], [1.486, 0.720, -1.197], [-0.347, 0.113, -0.258], [0.218, 0.883, 1.618], [-0.013, 0.001, -0.022], [0.214, 0.204, -0.113], [0.118, -0.027, -0.131], [0.019, 0.051, 0.037]]
}

[6]
{
  "formula": "C10H16O",
  "method": "wB97M-V/def2-TZVPD",
  "e_homo_ha": -0.3086,
  "homo_lumo_gap_ev": 9.3,
  "max_force_ha_per_bohr": 0.06307,
  "e_above_lowest_kcal_mol": 47.11,
  "symbols": ["O", "C", "C", "C", "C", "C", "C", "C", "C", "C", "C", "H", "H", "H", "H", "H", "H", "H", "H", "H", "H", "H", "H", "H", "H", "H", "H"],
  "coordinates": [[1.75692, 2.75774, -1.49357], [-0.11012, -2.18338, -2.47354], [1.37485, 2.15776, -0.35997], [-1.38661, -2.58325, -1.79218], [-1.62723, -1.42105, -0.76313], [0.41865, 1.03268, 1.95488], [2.16774, 1.23031, 0.27570], [-0.02925, 0.22586, 3.23512], [1.67133, 0.69495, 1.48213], [-0.45366, 1.86833, 1.23996], [0.03619, 2.42540, 0.04842], [-0.70224, 2.91538, -0.73426], [1.32836, 3.55814, -1.64481], [-1.10043, -1.56351, 0.20409], [-2.14624, -2.70685, -2.55040], [0.75913, -0.47701, 3.57753], [3.17592, 1.08253, 0.06063], [-0.25628, -1.27773, -3.06343], [-0.95785, -0.42870, 2.86881], [0.63528, -1.92592, -1.74398], [-1.20603, -0.41023, -1.18298], [2.29426, 0.03857, 2.17057], [0.27862, -2.99040, -3.16494], [-2.75921, -1.33352, -0.54208], [-1.40290, 2.01329, 1.70985], [-1.36802, -3.58353, -1.32357], [-0.39121, 0.88414, 4.00515]],
  "forces_ev_per_a": [[2.553, -1.792, -0.889], [0.792, -1.357, -1.498], [-2.322, 0.048, 0.144], [0.190, 0.717, 0.974], [-1.461, 0.792, -0.305], [-0.213, -1.617, 1.531], [-1.284, 0.476, 1.971], [-1.682, -0.803, -2.562], [0.759, -0.138, 0.265], [1.841, -0.267, -0.298], [-1.518, -0.168, -0.591], [1.754, -0.635, 1.880], [-1.321, 1.944, -0.193], [-0.263, -0.175, -0.628], [-0.610, 0.488, -0.068], [-0.545, 0.674, -0.124], [1.408, -0.268, -0.884], [-0.128, -0.063, -0.113], [1.891, 1.209, 1.020], [0.602, -0.115, 0.332], [-1.080, -1.825, 0.672], [-0.639, 0.822, -1.379], [-0.212, 0.883, 0.716], [1.816, 0.187, -0.194], [-0.717, 0.354, -0.441], [0.391, 0.522, 0.153], [-0.001, 0.110, 0.510]]
}